{"formula": "C14H10Cl5EuN", "method": "ωB97M-V/def2-TZVPD", "e_homo_ev": [1.6, 1.5], "gap_ha": [0.095, 0.098], "de_lowest_kj_mol": 0.0, "spin_multiplicity": 8, "charge": -2, "elements": ["Eu", "Cl", "Cl", "Cl", "Cl", "Cl", "N", "C", "C", "C", "C", "C", "C", "C", "C", "C", "C", "C", "C", "C", "C", "H", "H", "H", "H", "H", "H", "H", "H", "H", "H"], "xyz": [[-0.0613, 0.0020, -0.5896], [3.7078, -3.2782, 2.3961], [0.8761, -2.5842, 1.0966], [6.1115, -1.2468, 2.0888], [5.5663, 1.4878, 0.6287], [2.6224, 2.1822, -0.3742], [-1.8040, -0.1656, 0.9116], [4.3287, 0.3927, 0.8366], [-1.3502, 1.1484, -2.5919], [-0.9209, 2.6365, -0.8070], [-2.4806, 1.1091, -1.6946], [-0.3642, 2.1064, -2.0525], [-2.2024, 2.0132, -0.6041], [-3.5411, -1.1766, 1.2344], [-2.4111, -1.4857, 0.4415], [-2.1244, -2.1945, -0.7291], [2.2458, -1.4408, 1.0459], [2.0430, -0.2276, 0.4681], [3.5064, -1.7813, 1.6089], [4.5697, -0.8608, 1.4903], [3.0458, 0.6907, 0.3687], [-2.9003, 2.2653, 0.1820], [-3.3562, 0.5072, -1.7970], [-1.2203, 0.5345, -3.5003], [-1.4426, -3.0678, -0.6655], [0.6278, 2.3021, -2.4578], [-3.4049, -0.4126, 2.1082], [-2.0943, 0.3521, 1.9582], [-2.5677, -1.7021, -1.6442], [-0.4514, 3.3895, -0.1707], [-4.5535, -1.4952, 0.8138]], "atomic_forces_ev_per_a": [[-2.80, -1.08, -0.01], [0.34, -0.68, 0.41], [0.74, 0.18, 0.14], [0.74, -0.11, 0.28], [1.72, 1.28, -0.14], [0.45, 1.02, -0.27], [5.18, 1.54, 2.40], [-1.28, -1.53, 0.48], [0.18, 1.49, 0.71], [-0.66, -1.03, -1.48], [2.05, 1.91, -0.03], [-2.05, -0.20, -0.07], [0.76, 0.38, -1.90], [-2.16, -3.10, -0.82], [-3.90, 5.99, 6.07], [0.90, -0.07, -1.78], [1.29, -0.21, 0.65], [0.68, -0.36, 0.57], [-0.77, 1.01, -0.79], [-1.86, 0.66, -0.88], [0.84, -1.57, 0.86], [0.16, -0.28, 0.14], [-0.28, -0.35, 0.06], [-0.08, 0.41, 0.56], [-0.63, 0.67, -0.61], [-0.32, 0.04, 0.01], [-1.67, -2.10, -1.87], [1.27, -2.29, -4.39], [0.65, -1.27, 0.74], [-0.15, -0.33, -0.14], [0.64, -0.01, 1.09]], "mulliken_spin": [7.0302, -0.0018, 0.0000, 0.0010, -0.0021, 0.0046, -0.0391, -0.0010, -0.0024, 0.0101, -0.0054, 0.0062, -0.0198, 0.0037, -0.0154, 0.0001, 0.0006, 0.0605, -0.0004, 0.0124, -0.0571, -0.0015, 0.0018, 0.0050, 0.0001, 0.0041, 0.0002, 0.0013, -0.0002, 0.0029, 0.0012]}